1.
A 2-piece molecular cluster, C4H8NO3 overall, computed with wB97M-V/def2-TZVPD.

Element x y z (Å)
C (-2.456, -0.844, -1.220)
C (-1.827, -1.078, 0.059)
O (-1.986, -1.861, 0.945)
N (-0.776, -0.154, 0.189)
H (-2.970, -1.766, -1.521)
H (-1.700, -0.528, -2.048)
H (0.032, -0.530, 0.689)
H (-0.534, 0.562, -0.339)
H (-2.969, 0.004, -1.647)
C (2.506, 0.280, 0.596)
C (1.653, 1.592, 0.686)
O (0.544, 1.871, 0.199)
O (2.189, 2.501, 1.376)
H (3.258, 0.464, -0.120)
H (2.158, -0.832, 0.579)
H (2.879, 0.319, 1.577)

* total charge: -1
* HOMO-LUMO gap: 7.24 eV
* HOMO energy: -3.7264 eV
* energy: -437.69040 Ha



2.
A 2-piece molecular cluster, C4H8NO3 overall, computed with wB97M-V/def2-TZVPD.

Element x y z (Å)
N (0.839, 0.580, -0.050)
O (0.646, 0.287, -1.251)
O (1.945, 0.147, 0.514)
O (0.034, 1.217, 0.664)
C (4.294, 0.262, -0.316)
C (3.808, 0.124, 1.118)
C (4.113, -1.041, 1.780)
C (3.569, 1.367, 1.961)
H (4.201, 1.303, -0.654)
H (5.351, -0.032, -0.424)
H (3.693, -0.365, -0.991)
H (4.010, -1.094, 2.864)
H (4.529, -1.885, 1.232)
H (3.569, 2.265, 1.329)
H (2.593, 1.311, 2.466)
H (4.346, 1.499, 2.732)

* HOMO-LUMO gap (alpha / beta): 9.11 / 5.44 eV
* expectation value of S²: 0.753
* HOMO energy (alpha / beta): -9.1621 / -9.0868 eV
* energy: -437.41558 Ha
* multiplicity: 2



3.
An isolated ion of composition C4H8NOS and charge -1, computed with wB97M-V/def2-TZVPD.

Element x y z (Å)
C (-1.469, 0.892, -0.647)
N (-0.357, 0.170, -1.238)
C (0.650, -0.327, -0.332)
C (0.068, -1.526, 0.488)
O (-0.190, -2.596, 0.002)
C (1.226, 0.623, 0.714)
S (2.514, -0.264, 1.735)
H (-1.208, 1.916, -0.362)
H (-2.321, 0.950, -1.319)
H (-1.798, 0.427, 0.298)
H (-0.735, -0.599, -1.773)
H (1.537, -0.732, -0.829)
H (-0.159, -1.223, 1.532)
H (1.782, 1.443, 0.274)
H (0.461, 0.848, 1.456)

* total charge: -1
* HOMO-LUMO gap: 6.39 eV
* HOMO energy: -2.7201 eV
* energy: -685.39981 Ha



4.
A 2-piece molecular cluster, C4H8NOS overall, computed with wB97M-V/def2-TZVPD.

Element x y z (Å)
C (-0.194, 1.947, 0.191)
N (-0.099, 0.635, 0.927)
C (0.129, -0.583, 0.247)
C (1.031, -0.904, -0.670)
S (3.864, -0.162, -1.595)
C (-1.293, -1.404, 0.468)
O (-2.237, -0.729, 1.114)
H (-0.187, 2.870, 0.792)
H (-1.017, 1.828, -0.689)
H (0.823, 1.992, -0.407)
H (-1.147, 0.484, 1.392)
H (-1.058, -2.373, 0.956)
H (2.048, -0.301, -0.674)
H (0.987, -1.613, -1.523)
H (-1.650, -1.688, -0.528)

* total charge: -1
* HOMO-LUMO gap: 4.43 eV
* HOMO energy: -3.9004 eV
* energy: -685.20203 Ha



5.
An isolated ion of composition C4H8NOS and charge -1, computed with wB97M-V/def2-TZVPD.

Element x y z (Å)
C (-0.469, 1.498, 0.992)
N (-1.148, 0.353, 0.410)
C (-0.316, -0.609, -0.265)
C (0.282, 0.003, -1.579)
O (-0.502, 0.308, -2.472)
C (0.850, -1.275, 0.504)
S (1.670, -2.400, -0.722)
H (-0.615, 1.524, 2.074)
H (-0.783, 2.455, 0.563)
H (0.616, 1.422, 0.895)
H (-1.997, 0.558, -0.095)
H (-0.919, -1.448, -0.611)
H (1.324, 0.026, -1.925)
H (0.488, -1.898, 1.308)
H (1.519, -0.518, 0.923)

* total charge: -1
* HOMO-LUMO gap: 6.48 eV
* HOMO energy: -2.6978 eV
* energy: -685.39355 Ha



6.
An isolated ion of composition C4H8NOS and charge +1, computed with wB97M-V/def2-TZVPD.

Element x y z (Å)
C (0.146, 0.137, -0.522)
C (-0.269, -1.387, -0.544)
C (0.899, 0.618, 0.557)
C (-1.268, -0.435, 0.002)
N (1.561, 1.751, 0.468)
O (0.156, 0.889, -1.652)
S (-1.723, -0.679, 1.684)
H (-0.403, -1.917, -1.449)
H (0.127, -2.125, 0.241)
H (0.785, 0.010, 1.494)
H (-2.250, 0.132, -0.421)
H (-0.436, 0.629, -2.326)
H (2.148, 2.106, 1.171)
H (1.591, 2.215, -0.422)
H (-1.063, -1.944, 1.719)

* total charge: +1
* HOMO-LUMO gap (alpha / beta): 6.65 / 6.66 eV
* expectation value of S²: 2.007
* HOMO energy (alpha / beta): -10.1321 / -14.6140 eV
* energy: -684.94782 Ha
* multiplicity: 3



> What is the formula in the sixth record?

C4H8NOS